# C38H30IMnN6O2S2

A structure of composition C38H30IMnN6O2S2 (ωB97M-V/def2-TZVPD, the OMol25 dataset).

Summary:
- spin multiplicity = 4
- energy (a.u.) = -4189.281068
- ΔE to the lowest compared entry with this formula, charge and spin (kcal/mol) = 6.07
- gap between HOMO and LUMO (spin up / spin down) (eV) = 5.021 / 4.022
- charge = +3

Each line ends with the Mulliken spin population.
Element x y z (Å)
Mn1 0.3392 0.5602 -0.1791  2.069
C1 -0.8739 4.6521 1.7309  0.007
C2 -1.8187 3.7914 0.9879  0.272
N1 -3.1203 3.9600 1.1675  -0.108
C3 -3.9691 3.2325 0.4689  0.277
C4 -3.6008 2.3125 -0.5666  0.102
C5 -4.7087 1.6658 -1.3360  0.000
O1 -4.2262 0.5000 -1.9695  0.003
C6 -2.2622 2.0723 -0.7620  0.051
C7 -1.7257 1.3759 -1.9351  0.007
N2 -0.5763 0.8128 -1.9516  -0.048
C8 -0.1151 0.3133 -3.2265  0.033
C9 -0.8623 -0.6580 -3.8891  -0.001
C10 -0.4326 -1.1443 -5.1133  0.000
C11 0.7375 -0.6537 -5.6766  0.003
C12 1.4535 0.3488 -5.0405  -0.001
C13 1.0278 0.8490 -3.8138  -0.013
I1 1.9815 2.5263 -3.0313  0.005
C14 -1.3260 2.7440 0.0913  0.123
O2 -0.0848 2.4544 0.0864  0.219
H1 -1.2489 5.6768 1.7216  0.017
H2 0.1347 4.6136 1.3290  -0.001
H3 -0.8533 4.3437 2.7829  0.035
H4 -5.0212 3.3767 0.6970  -0.007
H5 -5.1014 2.3903 -2.0630  0.012
H6 -5.5209 1.4422 -0.6362  0.004
H7 -4.9477 0.0793 -2.4522  0.000
H8 -2.2930 1.4425 -2.8575  0.003
H9 -1.7855 -1.0211 -3.4510  -0.001
H10 -1.0186 -1.8927 -5.6296  0.000
H11 1.0768 -1.0243 -6.6344  0.000
H12 2.3284 0.7719 -5.5157  0.000
S1 -2.4559 -5.7739 -1.3249  0.000
C15 -2.3291 -6.2798 -2.9442  -0.001
C16 -1.4951 -5.4820 -3.6698  0.000
C17 -0.9500 -4.4311 -2.8966  -0.001
C18 -1.3836 -4.4575 -1.5932  0.001
C19 -1.0126 -3.5416 -0.5188  -0.006
C20 -0.6200 -2.2318 -0.8404  -0.002
N3 -0.2602 -1.3327 0.0694  -0.010
C21 -0.2554 -1.7039 1.3783  0.030
C22 -0.6429 -2.9725 1.8065  -0.006
C23 -0.6014 -3.2614 3.2153  -0.001
C24 -0.1942 -2.3331 4.1084  -0.001
C25 0.2099 -1.0205 3.6806  -0.005
C26 0.6466 -0.0042 4.5403  0.010
C27 1.0106 1.2422 4.0445  -0.009
C28 0.9204 1.4266 2.6517  0.007
N4 0.5224 0.4741 1.8191  -0.032
C29 0.1703 -0.7318 2.3173  0.014
C30 1.4667 2.3309 4.9004  0.001
C31 1.5227 2.3505 6.2703  0.000
C32 2.0303 3.5682 6.7821  0.000
C33 2.3503 4.4544 5.8013  -0.001
S2 2.0410 3.8228 4.2468  0.001
C34 -1.0267 -3.8950 0.8230  0.010
H13 -2.8755 -7.1449 -3.2855  0.000
H14 -1.2725 -5.6534 -4.7123  0.000
H15 -0.2365 -3.7135 -3.2806  0.000
H16 -0.6037 -1.9135 -1.8708  -0.003
H17 -0.9030 -4.2465 3.5467  0.000
H18 -0.1657 -2.5641 5.1653  0.000
H19 0.7001 -0.2046 5.6026  0.000
H20 1.1701 2.3793 2.2015  -0.009
H21 1.2132 1.5311 6.9028  0.000
H22 2.1536 3.7780 7.8338  0.000
H23 2.7572 5.4471 5.9116  0.000
H24 -1.3113 -4.8986 1.1178  -0.001
C35 5.0195 -1.4292 -1.9854  -0.002
N5 4.0671 -0.5985 -1.2382  0.010
C36 4.3989 0.4519 -0.4124  -0.001
C37 3.2382 0.9603 0.0626  0.023
N6 2.1990 0.2159 -0.4664  -0.116
C38 2.7449 -0.7166 -1.2498  0.036
H25 5.7794 -1.7987 -1.3024  0.000
H26 5.4781 -0.8328 -2.7700  0.001
H27 4.4853 -2.2687 -2.4206  0.000
H28 5.4210 0.7454 -0.2440  0.000
H29 3.0820 1.8002 0.7162  -0.001
H30 2.2101 -1.4565 -1.8226  0.000